[1]
This record from the OMol25 dataset describes C33H66O11 as an isolated structure at a distorted geometry. The level of theory is the ωB97M-V functional and the def2-TZVPD basis.

Geometry (Å):
C  -10.775340  -16.689130  2.719080
C  -11.172930  -15.357870  3.259590
O  -11.333950  -14.396430  2.544270
C  -11.383480  -15.177940  4.755640
H  -9.742860  -16.906690  2.992480
H  -10.800650  -16.590510  1.633850
H  -11.425370  -17.490640  3.069980
H  -12.082300  -15.925600  5.130820
H  -11.760860  -14.197510  5.046250
H  -10.416480  -15.309780  5.241050
C  -5.480510  -17.332670  3.685570
C  -6.930170  -17.602700  3.253170
O  -7.206500  -17.957470  2.119840
C  -7.953940  -17.369790  4.326640
H  -5.549480  -16.631430  4.517190
H  -4.857970  -16.953530  2.875140
H  -4.944910  -18.228480  3.999820
H  -8.806300  -17.095710  3.704970
H  -7.759290  -16.532570  4.996930
H  -8.146630  -18.306540  4.849570
C  -7.709430  -17.897760  -0.037660
C  -6.801570  -16.629560  -0.159040
O  -6.677270  -16.038770  -1.244700
C  -5.878350  -16.358470  0.968130
H  -7.147780  -18.721550  -0.478130
H  -8.670230  -17.810500  -0.544930
H  -7.751600  -18.197180  1.009570
H  -5.401980  -15.393120  0.797040
H  -5.155260  -17.173640  0.995420
H  -6.470300  -16.380960  1.883120
C  -8.680680  -14.560730  5.384440
C  -8.101790  -14.351420  6.766700
O  -8.065630  -13.263310  7.312130
C  -7.773890  -15.635530  7.557080
H  -9.046240  -15.582940  5.286760
H  -7.925310  -14.388420  4.617740
H  -9.483140  -13.855360  5.168530
H  -7.034210  -15.530890  8.350820
H  -7.313910  -16.301360  6.826880
H  -8.595180  -16.129660  8.076140
C  -10.760480  -16.533670  -0.285470
C  -9.823360  -16.975850  0.804980
O  -8.785170  -16.376450  1.052470
C  -10.061550  -18.293300  1.491550
H  -10.811030  -15.444920  -0.272850
H  -11.774020  -16.926880  -0.206600
H  -10.408200  -16.844850  -1.268920
H  -9.955820  -19.087660  0.752690
H  -11.082220  -18.326030  1.872670
H  -9.322380  -18.408120  2.284360
C  -8.483570  -14.660040  -1.544390
C  -9.717420  -15.383700  -2.172960
O  -10.811160  -14.957050  -1.937710
C  -9.425650  -16.554770  -2.974410
H  -8.442810  -14.956580  -0.496300
H  -8.655230  -13.586060  -1.616620
H  -7.582840  -14.996390  -2.057860
H  -8.538230  -16.434800  -3.595860
H  -10.297010  -16.727260  -3.606140
H  -9.306540  -17.388980  -2.283030
C  -6.748940  -13.330180  4.310650
C  -5.851940  -14.450090  4.770820
O  -5.762750  -15.519860  4.145610
C  -5.165940  -14.215190  6.080660
H  -7.446430  -13.765180  3.594840
H  -6.121970  -12.557370  3.865940
H  -7.434050  -12.951920  5.069360
H  -4.428490  -13.415490  6.149560
H  -4.694080  -15.126480  6.448070
H  -5.898810  -13.988120  6.854900
C  -12.393310  -14.502690  -1.054530
C  -11.857170  -13.452500  -0.146690
O  -12.479030  -12.448580  0.073910
C  -10.410700  -13.547010  0.424740
H  -12.384010  -15.479410  -0.570780
H  -11.677050  -14.528970  -1.875730
H  -13.406860  -14.265900  -1.378160
H  -10.431540  -14.339730  1.172570
H  -9.975610  -12.621120  0.800940
H  -9.780240  -13.973660  -0.355380
C  -8.008800  -15.391460  3.202790
C  -7.459590  -14.807450  1.927500
O  -6.291940  -14.528930  1.888290
C  -8.364680  -14.599570  0.727250
H  -7.240370  -15.547470  3.959930
H  -8.344900  -16.380740  2.892220
H  -8.808290  -14.749340  3.572390
H  -9.389730  -14.490310  1.081400
H  -8.284760  -15.474470  0.082060
H  -8.075300  -13.721390  0.150060
C  -6.071950  -13.341900  -0.056410
C  -7.308990  -12.930990  -0.822970
O  -8.336470  -12.577780  -0.221820
C  -7.131170  -12.853070  -2.342750
H  -6.076470  -12.882500  0.932040
H  -5.160830  -13.141220  -0.620060
H  -6.143360  -14.414770  0.122320
H  -7.128130  -13.900690  -2.643730
H  -6.219480  -12.334930  -2.640130
H  -8.023430  -12.470910  -2.838670
C  -5.152530  -13.725070  1.877310
C  -4.657750  -12.272210  2.067940
O  -5.104420  -11.316730  1.423220
C  -3.629990  -12.063780  3.148050
H  -6.140640  -13.747400  1.417710
H  -5.312890  -14.156440  2.865390
H  -4.427090  -14.313160  1.315180
H  -2.663620  -12.480810  2.864660
H  -3.905180  -12.549480  4.084250
H  -3.628460  -10.979830  3.262730

Cartesian forces (eV/Å) of the 2 atoms listed first:
-1.90 3.08 3.19
-0.75 1.25 1.49

Output
HOMO level ... -5.2562 eV
Kohn-Sham gap ... 0.16260 hartree



[2]
This record from the OMol25 dataset describes C33H66O33 as an isolated structure at a distorted geometry. The level of theory is the ωB97M-V functional and the def2-TZVPD basis.

Geometry (Å):
C  21.047717  15.856258  16.067251
O  20.782910  14.505023  16.350107
C  20.196757  13.684629  15.513481
O  19.623069  14.033347  14.431348
O  20.280426  12.437549  16.038267
C  19.588868  11.405879  15.416882
H  21.923121  16.063071  15.451629
H  21.144093  16.291543  17.061898
H  20.247429  16.283341  15.462901
H  18.699005  11.357673  16.044513
H  20.218352  10.523735  15.299959
H  19.251717  11.712477  14.426718
C  25.265266  17.346838  24.990192
O  25.000203  16.753422  23.745291
C  24.759601  15.461560  23.679571
O  24.574207  14.735084  24.688609
O  24.870976  15.045791  22.468983
C  24.473497  13.767229  22.132103
H  26.193387  16.875356  25.313303
H  24.428330  17.172072  25.666276
H  25.642911  18.368957  24.962607
H  24.383889  13.670473  21.050105
H  23.517220  13.621132  22.634396
H  25.174195  13.014754  22.493886
C  19.368040  15.950648  13.298716
O  19.701563  17.287775  13.566948
C  21.075516  17.502941  14.022212
O  21.892516  16.614567  14.275441
O  21.304253  18.729738  14.410920
C  22.584362  19.266839  14.506357
H  18.560898  15.801795  12.581446
H  18.894908  15.561146  14.200117
H  20.198432  15.328187  12.965424
H  23.268784  18.727438  15.161116
H  22.601230  20.274997  14.920387
H  22.972473  19.311813  13.488791
C  23.176770  12.682444  15.418912
O  23.308599  12.419314  16.799610
C  24.118099  11.480652  17.157870
O  24.940114  10.878016  16.406923
O  24.124306  11.420164  18.468145
C  24.852147  10.505967  19.126518
H  23.065540  13.716762  15.093481
H  22.385959  12.110508  14.933513
H  24.081231  12.367177  14.898681
H  25.894356  10.599629  18.821316
H  24.397548  9.537085  18.919828
H  24.783522  10.584135  20.211539
C  29.073759  15.732567  13.536927
O  27.728550  15.826418  13.704440
C  26.959985  15.941096  12.668024
O  27.337788  15.790121  11.483426
O  25.586814  16.050895  13.107468
C  25.210833  16.351948  14.460501
H  29.515122  15.553664  14.517384
H  29.378033  16.557282  12.892442
H  29.245257  14.920183  12.830725
H  24.190109  16.694324  14.630794
H  25.810441  17.237900  14.669452
H  25.402454  15.518894  15.136825
C  22.233411  19.858641  17.033777
O  22.237179  21.248696  16.901322
C  22.491047  21.896698  15.804609
O  22.439437  21.317648  14.646148
O  22.516236  23.249706  16.020557
C  22.713528  24.094702  14.914094
H  23.157163  19.300856  16.879953
H  21.444370  19.466864  16.391889
H  21.931079  19.625034  18.054619
H  21.836295  24.125421  14.267862
H  23.559413  23.935040  14.245444
H  22.812965  25.105360  15.310064
C  23.252480  17.519497  15.847020
O  23.308176  17.020056  17.207541
C  23.705162  15.697745  17.361462
O  23.863447  14.870035  16.492267
O  23.730630  15.502908  18.713280
C  23.761901  14.134172  19.225726
H  22.361636  17.187670  15.313749
H  24.120195  17.167954  15.288813
H  23.189207  18.606458  15.795876
H  24.256593  13.375257  18.619571
H  22.753487  13.737641  19.343880
H  24.447601  14.145086  20.072958
C  24.374363  17.325039  21.379981
O  24.853435  16.274513  20.558183
C  26.083398  16.267913  20.029404
O  27.090609  16.919997  20.495209
O  26.084841  15.628399  18.970600
C  27.281111  15.355976  18.326644
H  23.453640  17.048240  21.893533
H  24.275548  18.242148  20.799248
H  25.034991  17.606911  22.199865
H  27.615634  16.365773  18.088935
H  27.074091  15.059655  17.298330
H  27.977815  14.799041  18.953170
C  24.831922  20.880792  14.045031
O  24.733339  20.523048  15.406026
C  25.018994  19.323987  15.765919
O  24.827096  18.310152  15.056612
O  25.462284  19.316576  17.004680
C  25.752685  18.206745  17.813797
H  25.878188  20.772993  13.759008
H  24.579657  21.929459  13.887653
H  24.096322  20.378545  13.416750
H  25.259535  17.301275  17.460220
H  25.513214  18.457800  18.847107
H  26.771212  17.819098  17.793412
C  21.976470  13.209310  18.056758
O  21.466456  12.040551  17.678406
C  20.704803  11.402983  18.546074
O  20.462323  11.786155  19.699133
O  20.295483  10.260722  17.915301
C  19.715575  9.156559  18.601208
H  22.222340  13.705212  17.117754
H  22.851124  13.070486  18.692217
H  21.341067  13.833130  18.685430
H  18.631152  9.068098  18.535585
H  20.109704  9.068417  19.613624
H  20.071910  8.198463  18.222817
C  25.849301  13.853511  16.464230
O  25.939207  13.620601  17.826498
C  26.753171  12.623861  18.191001
O  27.378941  11.885099  17.459256
O  26.817705  12.537088  19.499528
C  27.742806  11.690730  20.135520
H  26.768094  14.289801  16.072346
H  25.087108  14.591026  16.212772
H  25.726107  12.979526  15.824629
H  27.444559  10.654870  19.973848
H  27.722997  11.837049  21.215482
H  28.756673  11.666491  19.736035

Cartesian forces (eV/Å) of the 2 atoms listed first:
-1.73 -0.73 2.66
-1.17 -0.76 -0.67

Output
HOMO level ... -7.4370 eV
Kohn-Sham gap ... 0.28652 hartree